Entry 1:
17
Properties=species:S:1:pos:R:3:forces:R:3:lowdin_charge:R:1 method="wB97M-V/def2-TZVPD" total_charge=-1 homo_energy_ev=-2.82 relative_energy_ev=0.740 orbital_gap_ev=6.6 lumo_ev=3.806 mol_weight_g_mol=111.2 fmax_ev_per_a=2.38
S 0.699728 -2.104812 1.345952 0.0093 0.6045 0.0409 0.156
O 2.527419 0.562165 1.299754 -0.3873 -0.5060 -0.0817 -0.168
O -0.899577 2.241083 1.998118 0.1344 0.8121 0.1130 -0.068
C 0.062793 -0.142002 -0.700658 0.2888 0.2210 -2.3493 -0.362
C -1.010141 0.159929 -1.751954 -1.5637 0.1407 1.0195 -0.153
C -0.176107 -1.536046 -0.175381 0.3069 -2.0174 0.5094 -0.770
H -0.089811 2.169525 1.478923 -0.1364 -0.2826 0.0834 0.015
H -1.092008 1.206020 -2.048127 0.2271 0.0614 -0.0785 0.057
H -1.356426 1.407885 1.923955 0.0860 -0.5662 -0.1469 0.025
H 2.295905 -0.327728 0.937183 0.3704 0.1299 -0.1515 -0.066
H -1.992086 -0.125603 -1.319608 0.2210 0.3453 -0.1967 0.064
H 0.963056 -0.139831 -1.352937 0.1554 -0.0737 0.9602 0.105
H 1.867301 0.479584 1.999342 0.0295 0.3609 0.4068 -0.019
H 0.197757 -2.289328 -0.913307 -0.4082 0.8508 0.0085 0.035
H 0.184570 0.716655 -0.039284 -0.1772 -0.5439 0.4586 0.060
H -0.931414 -0.460835 -2.625154 0.3399 -0.2811 -0.5275 0.053
H -1.250958 -1.816661 -0.056817 0.5041 0.7444 -0.0682 0.036



Entry 2:
115
Properties=species:S:1:pos:R:3:forces:R:3:mulliken_spin:R:1 method="wB97M-V/def2-TZVPD" homo_energy_ev="-8.28 / -9.18" orbital_gap_ev="8.6 / 9.4" lumo_ev="0.293 / 0.230" mol_weight_g_mol=686.4 s2=2.008 spin_multiplicity=3 fmax_ev_per_a=3.57
Cl -5.727994 3.006771 -2.783023 0.3215 0.2993 0.2120 0.000
O -3.827070 -0.140395 -2.285406 -0.0539 -0.4590 -1.0941 0.000
O -6.132234 0.274718 -2.618427 0.2880 -0.0235 -0.2420 0.000
O 6.471638 0.129362 3.384101 -0.1527 0.1968 -0.6666 0.580
O -3.376387 1.934923 -2.900391 0.2087 -0.0694 -0.5365 0.000
O -2.793109 0.217229 -4.320417 -0.6924 1.0709 2.1845 0.000
O -9.664959 -5.523323 0.462832 0.0652 -0.6578 0.1369 0.563
N 7.628716 0.626617 3.660522 -1.2055 -1.1068 1.2349 0.353
N -6.094327 -1.897327 -3.784218 -0.4155 2.5816 1.7575 0.000
N -10.033596 -5.497224 -0.773065 0.3553 1.5613 1.2659 0.361
C 7.491590 1.650559 4.738408 0.7711 1.4887 0.2246 0.014
C 5.984824 0.265798 -1.921169 -0.8810 0.2543 -0.0426 0.000
C 8.708809 2.606617 4.729854 0.1948 -0.0865 -0.0201 0.018
C -4.444638 2.045690 -1.989425 -1.5246 -1.2364 -0.3098 0.000
C -0.684888 4.331241 -1.043192 -0.0341 -0.5627 0.4733 0.000
C -12.069370 -5.334462 -2.207687 0.1101 0.0159 -0.1794 0.020
C -8.950364 -3.361225 -1.461020 -0.2830 0.3930 0.2647 0.023
C -4.088136 2.563183 -0.625292 0.1038 0.9658 -0.2497 0.000
C 5.257841 3.814702 -2.864143 -0.0393 -0.6170 0.9687 0.000
C 8.418717 -1.110499 5.265958 -0.3382 0.1198 0.3821 0.022
C 7.348591 1.000255 6.115066 -0.0497 -0.4969 0.1734 0.022
C -4.925424 0.539462 -1.861760 -0.1814 1.4756 0.8682 0.000
C -8.958102 -4.880940 -1.603630 0.5838 -0.3743 -1.5404 0.017
C -10.326250 -2.731761 -1.673982 0.0257 -0.1056 0.0021 -0.023
C 1.637033 4.801582 -1.952409 -0.4537 -0.7583 -0.2634 0.000
C 8.442729 -1.549058 2.811999 -0.4627 -0.0837 -0.1755 -0.018
C -6.148531 -0.882316 -3.185386 0.3119 -2.8926 -2.0646 0.000
C 2.746422 4.081021 -2.715062 0.5677 0.6661 0.9880 0.000
C -1.640623 3.223062 -0.632483 -0.1464 0.6009 0.1708 0.000
C 6.281310 2.775798 -2.384031 0.2691 -0.0179 -0.8820 0.000
C -11.402792 -4.912427 -0.876087 -1.2954 -0.3911 -0.9917 0.016
C 6.054043 1.364952 -2.969597 0.3418 0.1489 0.5725 0.000
C 4.713465 0.389057 -1.081427 1.1393 -0.2950 0.4403 0.000
C 0.759311 3.862829 -1.111013 0.0910 0.8077 0.0254 0.000
C -9.124392 -5.260212 -3.086902 -0.2531 0.0367 -0.1291 0.018
C -12.298830 -5.467153 0.225507 0.2347 -0.1073 0.4566 -0.006
C 8.603654 -0.479578 3.886382 1.6049 -0.1974 -0.4377 0.022
C -3.274902 0.650451 -3.310923 1.0237 -1.1077 -1.3122 0.000
C 4.065096 4.038510 -1.918340 -0.3494 -0.1033 -1.0219 0.000
C -7.594744 -5.434976 -1.207742 0.0817 -0.1107 0.5014 -0.008
C -3.080356 3.713399 -0.674088 -0.1054 -0.6734 0.1543 0.000
C 8.388745 -0.082320 6.395186 0.0222 0.0119 -0.0889 -0.019
C 3.270007 -1.056552 0.374167 0.4419 -0.2948 -0.4115 0.000
C -11.369564 -3.386932 -0.770433 0.3741 0.3675 0.0859 0.027
C 6.275212 2.531770 4.477288 -0.4105 -0.2361 -0.2422 -0.009
C 4.699135 -0.553982 0.129749 -1.1747 0.2623 -0.1809 0.008
C 10.050269 0.027002 3.736355 0.0651 0.2316 0.1403 0.013
H -1.009681 4.759057 -1.983454 -0.0192 0.0826 -0.3623 0.000
H 3.964012 3.244823 -1.189865 0.2358 -0.0887 0.3560 0.000
H 2.780068 -1.249518 -0.573960 -0.1413 -0.1630 -0.2366 0.000
H 6.331351 2.998109 3.492327 0.0154 -0.0180 -0.0116 0.000
H -13.312444 -5.092677 0.088853 -0.0042 0.0390 -0.1428 0.000
H -1.501955 2.331278 -1.232104 0.0438 -0.1594 -0.2420 0.000
H 5.394400 -1.375304 0.014672 0.1649 -0.2379 -0.1040 0.000
H 6.234384 3.321498 5.226101 0.1382 0.0088 0.0501 0.000
H 5.152326 1.376845 -3.569655 -0.3412 -0.1904 -0.1340 0.000
H 0.997223 5.311495 -2.664020 -0.1785 0.1514 -0.2046 0.000
H -5.012468 2.930268 -0.199890 -0.3282 -0.0902 0.1776 0.000
H 4.866053 3.461354 -3.809276 0.0355 0.0895 -0.4258 0.000
H -8.234776 -2.940133 -2.169734 0.0524 -0.1274 -0.0564 0.002
H -7.305246 -5.142088 -0.200102 -0.1142 -0.0596 0.0365 0.001
H 2.684573 -0.299185 0.872644 -0.2421 0.1546 0.3221 0.000
H -8.590861 -3.091817 -0.462042 -0.0411 -0.1373 0.0588 0.006
H 9.220274 -1.830919 5.440304 0.0526 0.0030 -0.1165 0.000
H -3.266168 4.311048 -1.559750 -0.0397 0.1783 -0.2110 0.000
H 4.704391 1.392978 -0.681684 -0.3972 0.4393 -0.1047 0.001
H -0.781452 5.096341 -0.279780 0.0253 0.5016 -0.0121 0.000
H 10.737577 -0.818272 3.715606 -0.0950 -0.0991 -0.0290 0.000
H 4.185291 4.984786 -1.411879 0.0814 0.2290 0.3965 0.000
H 0.795821 2.849934 -1.491519 0.0660 -0.2958 -0.1892 0.000
H -12.330806 -6.557247 0.194936 0.0252 -0.0043 -0.0102 -0.003
H 2.934380 4.602159 -3.642680 0.0157 0.0605 -0.4224 0.000
H -9.240758 -6.338856 -3.199842 -0.0150 -0.0104 0.0367 -0.010
H 6.873124 1.141432 -3.640737 0.1709 -0.0648 -0.3336 0.000
H -5.207718 0.325917 -0.845763 0.2729 -0.3541 0.4090 0.000
H -6.836114 -5.051977 -1.889213 -0.0831 0.0544 -0.1089 0.001
H 5.970554 -0.699405 -2.418014 0.2210 -0.3110 0.0021 0.000
H 6.351949 0.555993 6.202883 -0.0128 -0.0024 -0.1398 0.003
H -3.266943 4.340148 0.188735 0.0229 0.3248 0.1323 0.000
H 7.405925 1.775101 6.882430 0.0011 0.1127 -0.0828 0.001
H 6.833545 0.317673 -1.246936 0.3797 -0.0695 0.0019 0.000
H -11.161973 -3.100908 0.265785 0.0553 -0.1297 0.0266 0.004
H -9.965667 -4.773670 -3.574088 -0.0232 -0.0434 0.0488 0.001
H 10.173333 0.576840 2.802572 -0.0332 0.0092 -0.0087 -0.007
H 9.506816 2.289338 5.399709 0.0156 -0.0511 -0.0659 0.001
H 5.341040 1.977023 4.542666 0.0592 -0.0746 -0.1094 0.001
H -11.911526 -4.616766 -3.011481 0.0762 -0.0433 -0.0034 0.001
H 9.121134 2.709470 3.726272 -0.0060 -0.0322 -0.0110 -0.011
H 5.766293 4.753979 -3.025760 0.0221 0.3670 -0.1920 0.000
H 8.417124 3.603953 5.055675 -0.1367 -0.0379 0.0509 0.001
H -7.582781 -6.524316 -1.264794 -0.0342 -0.0052 0.0189 -0.002
H 8.147430 -0.583556 7.334307 0.0097 0.0187 0.0161 0.002
H 7.485708 -2.063003 2.879186 -0.0471 0.1200 -0.0121 0.001
H -12.360926 -2.991961 -1.003151 -0.0703 -0.1219 -0.0080 0.000
H 4.961276 0.007538 1.014781 0.5868 0.0085 0.2739 -0.006
H 2.470429 3.054585 -2.916948 -0.2431 -0.2324 -0.3984 0.000
H 7.245452 3.093077 -2.765274 0.3490 0.1590 0.1029 0.000
H 9.223805 -2.299705 2.925673 0.0973 0.0640 0.0812 0.000
H 3.257404 -1.987549 0.926391 -0.1134 -0.0688 0.3940 0.000
H 1.159299 3.863428 -0.102465 0.0881 -0.3999 0.2820 0.000
H -11.972764 -5.160382 1.217505 0.1200 -0.0752 -0.0377 0.002
H -10.621923 -2.808168 -2.723805 0.0061 -0.0382 0.0061 0.000
H 8.530905 -1.118026 1.813570 -0.0236 0.0294 0.0055 0.001
H -3.749452 1.747188 0.002295 0.3099 -0.2132 0.0960 0.000
H -8.237974 -4.961367 -3.645487 0.0796 0.0302 0.1126 0.001
H -1.431392 2.965629 0.401243 0.1798 -0.3619 0.2164 0.000
H 9.378845 0.360008 6.535592 -0.0060 0.0150 -0.0391 -0.001
H -10.273725 -1.663515 -1.453507 -0.0256 0.0071 -0.0150 0.002
H 3.853480 0.225150 -1.717786 -0.3237 0.0771 -0.1471 0.000
H 7.483635 -1.679078 5.282294 -0.0468 0.0674 -0.1081 0.005
H 10.380331 0.664071 4.552943 -0.0531 0.0324 -0.0340 0.001
H -13.148151 -5.423459 -2.086845 -0.0066 0.0656 0.1363 0.002
H 6.388048 2.745935 -1.306043 -0.1911 0.0568 0.3262 0.000
H 2.047306 5.560869 -1.301944 0.2309 0.3600 0.0844 0.000
H -11.706302 -6.307429 -2.537878 0.0356 0.0040 0.0104 -0.013



Entry 3:
21
Properties=species:S:1:pos:R:3:forces:R:3:lowdin_charge:R:1 method="wB97M-V/def2-TZVPD" homo_energy_ev=-8.78 relative_energy_ev=7.185 orbital_gap_ev=8.6 lumo_ev=-0.141 mol_weight_g_mol=124.2 fmax_ev_per_a=3.55
N 2.018139 1.148725 0.697712 0.3912 -1.2767 0.1076 0.056
N 1.715030 1.591547 -0.607744 -0.7376 -1.2099 0.6398 -0.191
C -2.534779 -0.052610 -0.217611 0.5837 -0.0031 -0.0809 0.012
C -1.460995 -0.944819 0.335446 -0.0142 -0.0345 0.0329 -0.527
C -1.147815 -0.920642 1.823045 -0.0292 0.0271 -0.1102 -0.063
C 2.153000 0.094452 -0.011292 -1.2024 3.2963 -0.5606 0.019
C -1.201405 -2.299417 -0.306640 -0.0351 0.1230 0.0299 -0.066
C 2.600081 2.630726 -1.094409 1.0743 -0.4798 -0.3664 -0.132
C -1.320358 0.314019 -0.481342 -0.5419 -0.1984 0.1470 0.003
H -3.586993 0.120092 -0.308253 -0.2034 0.0516 0.0002 0.091
H -0.170030 -2.622048 -0.135742 0.0264 -0.0534 0.0111 0.064
H -1.754491 -1.656041 2.358183 0.0405 -0.0228 0.0225 0.075
H 2.001793 3.504495 -1.350025 -0.1211 -0.0405 0.1396 0.071
H -0.640707 1.018425 -0.916493 0.2073 0.1446 -0.0752 0.069
H 3.090996 2.298814 -2.014610 0.0784 0.0716 0.0387 0.070
H -1.375277 -2.262300 -1.382080 -0.0133 -0.0051 0.0065 0.077
H -1.855767 -3.063831 0.122013 0.0419 -0.0133 -0.0065 0.076
H -0.094871 -1.157692 2.003105 -0.0217 -0.0289 0.0438 0.066
H 3.374422 2.905822 -0.368440 -0.1618 -0.0168 -0.0968 0.071
H 1.539597 -0.710342 -0.392241 0.6295 -0.3290 0.0852 0.080
H -1.349572 0.062625 2.247419 0.0087 -0.0019 -0.0081 0.078



Number 1: total energy -18220.573 eV. Number 2: total energy -68745.139 eV. Number 3: total energy -10426.292 eV.